1.
12
Properties=species:S:1:pos:R:3:forces:R:3:mulliken_charge:R:1 method="wB97M-V/def2-TZVPD" homo_energy_ev=-9.83 e_tot_ev=-11177.5439 de_lowest_kcal_mol=148.17 total_charge=0
C -1.97357 -0.44198 -0.11043 -0.2 0.4 3.8 -0.93
C -0.52594 -0.03180 -0.03687 2.3 3.0 2.4 0.66
C 1.85721 0.03032 -0.01441 -2.2 -2.3 2.1 0.47
H -2.01822 -1.50435 -0.19553 -0.4 -0.7 -0.9 0.40
H -2.18976 -0.41884 1.18460 0.0 0.5 -3.8 0.25
H -2.69553 0.21717 -0.76067 1.7 -1.4 1.6 0.27
H 2.26372 -1.63769 -0.35217 1.7 1.0 0.4 0.36
N 0.58810 -0.69190 0.52908 -2.2 3.7 -4.6 -0.54
N 2.87940 -0.75176 -0.28370 -4.0 2.4 -0.1 -0.59
N 1.67056 1.56134 0.17027 3.7 -1.9 -0.4 -0.10
N 0.73671 2.25769 0.09508 -1.4 -1.8 -0.1 0.09
O -0.59269 1.41180 -0.22525 0.8 -2.9 -0.4 -0.33

***

2.
12
Properties=species:S:1:pos:R:3:forces:R:3:mulliken_charge:R:1 method="wB97M-V/def2-TZVPD" homo_energy_ev=-9.44 e_tot_ev=-11183.2043 de_lowest_kcal_mol=17.64 total_charge=0
C -0.93935 -0.08577 -0.08024 0.9 1.5 1.5 0.62
C 0.40055 1.75389 -0.03248 -0.1 0.7 0.2 0.17
C 1.43622 -0.33541 -0.03237 -1.5 4.2 -0.6 0.43
H -2.87886 -0.22861 0.21744 -0.4 0.0 0.0 0.28
H -2.01779 -1.76802 0.13534 -0.5 1.8 -0.6 0.28
H 0.51755 2.87079 -0.03383 -0.6 -1.1 0.0 0.35
H 2.34288 -1.91040 0.07834 -0.1 -2.2 0.1 0.27
N -2.12548 -0.76291 -0.17613 1.7 -1.5 0.6 -0.45
N -0.85559 1.21439 0.06755 -1.3 -1.1 -0.9 -0.59
N 1.47841 1.09908 -0.12824 1.0 -1.5 0.1 -0.47
N 2.49006 -0.95375 -0.04131 1.5 -0.1 0.2 -0.54
O 0.15141 -0.89327 0.02591 -0.6 -0.6 -0.5 -0.36

***

3.
12
Properties=species:S:1:pos:R:3:forces:R:3:mulliken_charge:R:1 method="wB97M-V/def2-TZVPD" homo_energy_ev=-9.47 e_tot_ev=-11179.3894 de_lowest_kcal_mol=105.61 total_charge=0
C -1.88822 0.87777 -0.91618 -6.3 -1.4 -2.3 -0.27
C 1.31254 0.82419 0.39333 0.3 0.9 2.6 0.02
C 0.03964 -1.09841 0.12437 -1.2 -1.7 -0.6 0.43
H -2.68636 1.64515 -1.12384 0.8 -1.1 -0.4 0.25
H -2.07172 -0.19851 -0.99473 -0.5 0.3 0.5 0.26
H 1.54914 1.82698 0.97666 -0.9 -1.8 -2.2 0.32
H 1.83597 -2.13084 1.20951 -2.1 2.7 -4.4 0.39
N -0.81119 1.32551 -0.65449 5.6 1.1 3.6 -0.56
N 0.05445 0.37969 -0.00454 0.3 -0.6 -1.0 0.42
N 2.10851 -0.13329 0.68642 -0.4 -0.8 -1.3 -0.45
N 1.45192 -1.35671 0.21939 0.9 -1.5 5.5 -0.21
O -0.89466 -1.96154 0.08408 3.4 3.9 -0.1 -0.60

***

4.
12
Properties=species:S:1:pos:R:3:forces:R:3:mulliken_charge:R:1 method="wB97M-V/def2-TZVPD" homo_energy_ev=-8.22 e_tot_ev=-11177.6432 de_lowest_kcal_mol=145.88 total_charge=0
C 0.89080 0.19433 -0.23272 0.1 0.3 -3.6 0.41
C -0.01842 -0.76012 0.31973 -0.8 -4.1 0.7 -0.20
C -1.18975 -0.32006 0.84138 -2.5 -0.2 0.6 -0.17
H 2.69034 -0.89488 -2.36872 -3.7 -2.2 1.5 0.41
H 0.09771 -1.96768 0.30952 0.0 3.3 -0.5 0.24
H -2.15222 -1.05754 0.98944 2.8 1.9 0.1 0.24
H -2.26078 1.26669 1.73183 1.1 0.4 -1.1 0.25
N 1.69579 0.16871 -1.32425 -2.2 -1.7 2.9 -0.36
N -1.48266 1.04470 1.08143 1.3 -1.5 -1.1 0.00
N -0.53933 2.01833 0.55854 2.0 -3.4 -0.5 -0.32
N 0.50961 1.50895 -0.04210 -2.7 3.8 2.2 -0.09
O 1.75890 -1.20141 -1.86407 4.5 3.3 -1.2 -0.42

***

5.
12
Properties=species:S:1:pos:R:3:forces:R:3:mulliken_charge:R:1 method="wB97M-V/def2-TZVPD" homo_energy_ev=-10.20 e_tot_ev=-11180.0198 de_lowest_kcal_mol=91.07 total_charge=0
C -1.33150 -0.37424 0.19695 -4.3 -0.2 0.0 -0.34
C -0.58817 0.94138 -0.15787 -4.7 3.1 -1.5 -0.33
C 0.75311 -0.85844 -0.11847 -3.0 -0.8 -1.0 0.51
H -2.46792 -0.60534 -0.32055 3.5 1.0 1.2 0.25
H -1.46907 -0.50825 1.28323 -0.4 0.9 -0.2 0.27
H -1.00369 1.81718 0.51986 1.6 -1.8 -1.1 0.28
H -0.73155 1.27174 -1.25649 -0.7 -0.3 1.6 0.27
N 0.68010 0.45773 -0.15948 5.5 -1.0 2.5 0.55
N 1.98042 0.82199 0.12602 0.8 1.9 -0.6 -0.46
N 2.73334 -0.21936 0.09057 -2.7 0.4 -0.4 -0.20
N 1.90910 -1.32443 -0.11969 3.1 -1.6 0.8 -0.46
O -0.46417 -1.41997 -0.08407 1.2 -1.6 -1.4 -0.34

***

6.
12
Properties=species:S:1:pos:R:3:forces:R:3:mulliken_charge:R:1 method="wB97M-V/def2-TZVPD" homo_energy_ev=-9.79 e_tot_ev=-11177.9925 de_lowest_kcal_mol=137.82 total_charge=0
C 0.68658 -0.33921 -0.57371 -0.9 3.0 1.3 0.43
C -1.57111 0.43556 0.76378 -4.8 1.8 -2.2 0.16
C 0.82028 -0.82123 0.88482 2.3 -1.6 -0.3 0.16
H 1.43943 -0.23634 -2.36912 -0.4 1.1 -1.0 0.25
H 0.25291 1.54211 -1.29010 0.8 0.3 -0.9 0.30
H -2.70457 0.57332 0.36507 2.8 0.1 0.8 0.30
H 1.85940 -1.36925 1.02701 -1.9 1.7 0.0 0.32
N 1.51783 -0.57880 -1.45103 1.8 -3.2 0.5 -0.62
N -0.19359 0.78244 -0.84000 -0.6 -0.6 0.4 -0.38
N -1.42433 -0.68233 1.30360 3.4 1.5 1.9 -0.30
N 0.01180 -0.78972 1.87039 -1.5 -1.0 -2.4 -0.39
O -0.69463 1.48345 0.30929 -1.0 -3.0 1.8 -0.23

***

7.
12
Properties=species:S:1:pos:R:3:forces:R:3:mulliken_charge:R:1 method="wB97M-V/def2-TZVPD" homo_energy_ev=-8.63 e_tot_ev=-11179.0606 de_lowest_kcal_mol=113.19 total_charge=0
C 1.14619 -0.12685 -0.00435 0.5 1.4 -0.8 0.60
C 1.06114 1.31504 0.00427 1.1 -2.3 -1.1 -0.32
C -1.23723 -0.38517 -0.15247 -2.2 4.6 3.8 0.57
H 2.96814 -0.77667 0.77766 -2.2 -1.3 -2.6 0.31
H 1.88721 -2.12838 0.07790 0.8 3.0 0.0 0.31
H 2.02191 1.95429 -0.17769 -2.4 -1.0 0.7 0.32
H -1.71594 -1.98402 -0.07889 -1.2 -1.2 0.6 0.25
N 2.22347 -1.08359 -0.01223 0.1 0.9 2.9 -0.57
N -0.24631 1.82514 -0.01325 -1.3 -3.5 1.2 -0.27
N -1.31010 0.97041 0.11394 1.4 4.8 -1.7 -0.34
N -2.23034 -1.12018 0.13798 1.3 -1.1 -2.1 -0.60
O -0.00486 -0.75322 -0.15860 4.1 -4.4 -0.9 -0.26

***

8.
12
Properties=species:S:1:pos:R:3:forces:R:3:mulliken_charge:R:1 method="wB97M-V/def2-TZVPD" homo_energy_ev=-9.51 e_tot_ev=-11179.3862 de_lowest_kcal_mol=105.68 total_charge=0
C 1.39434 0.39214 -0.08223 1.6 -3.8 0.2 0.23
C -0.70316 -1.50937 -0.08925 3.2 2.2 1.0 0.07
C -1.18822 0.68952 0.06367 1.3 0.0 -0.2 0.57
H 2.53580 -1.27698 0.52016 -0.9 0.6 -0.7 0.25
H 1.37796 1.54499 -0.38859 0.2 -3.0 0.6 0.15
H 0.08824 -2.27554 0.04362 -1.4 -0.2 -0.8 0.30
H -0.40900 2.61281 -0.20734 -2.3 -2.7 1.0 0.24
N 2.53494 -0.35277 0.05016 -4.7 4.0 0.0 -0.57
N -0.08396 -0.17365 0.05462 1.0 -0.5 -0.4 -0.04
N -1.97589 -1.52399 -0.11310 0.7 2.0 0.9 -0.31
N -1.25786 1.92730 0.00364 1.3 3.5 -0.8 -0.63
O -2.31321 -0.05447 0.14463 0.0 -2.1 -0.8 -0.26

***

9.
13
Properties=species:S:1:pos:R:3:forces:R:3:mulliken_charge:R:1 method="wB97M-V/def2-TZVPD" homo_energy_ev=-9.89 e_tot_ev=-13223.3546 de_lowest_kcal_mol=174.35 total_charge=0
O 2.42725 -1.24113 -0.21020 -0.3 -5.8 -1.7 -0.36
O 2.35133 -0.15648 0.50862 -1.3 6.3 2.4 -0.18
C 1.44886 0.84107 -0.09583 -1.1 0.7 -0.3 -0.25
C -0.16106 0.36706 -0.05057 2.2 0.7 0.0 0.44
N -0.50081 -0.40788 1.10137 0.4 2.1 -3.7 -0.07
N -1.75148 -0.77531 1.14422 -2.0 1.9 -3.6 -0.40
C -2.53542 -0.29935 0.03601 -1.5 -0.8 -0.2 0.10
N -2.18794 0.48572 -1.11822 -0.6 -2.3 3.9 -0.33
N -0.93609 0.85044 -1.14992 1.8 -1.9 3.4 -0.14
H 2.21879 -1.99219 0.44986 0.3 1.6 -1.5 0.34
H 1.54736 1.84670 0.54053 -0.1 -2.5 -1.1 0.25
H 1.75504 1.14713 -1.20726 -0.7 -1.1 2.3 0.26
H -3.67582 -0.66579 0.05139 2.9 1.0 0.0 0.34

***

10.
13
Properties=species:S:1:pos:R:3:forces:R:3:mulliken_charge:R:1 method="wB97M-V/def2-TZVPD" homo_energy_ev=-9.77 e_tot_ev=-13230.9153 de_lowest_kcal_mol=0.00 total_charge=0
N -0.26937 -0.61771 0.40616 0.0 0.3 -1.2 0.37
N 0.02579 1.00632 -1.23956 0.3 2.1 1.7 -0.17
C -0.38177 -0.25259 -0.99597 0.9 -1.2 0.8 0.46
C 0.71790 1.91900 -0.19869 -1.2 -1.7 -2.1 0.42
N -0.80171 -1.83956 0.83522 0.0 -0.4 0.4 -0.98
C 0.47169 0.12763 1.23364 0.0 0.5 -0.4 0.30
N 0.92173 1.31239 0.98497 0.6 -0.2 1.1 -0.53
O -0.66921 -1.10098 -1.80253 -0.9 0.2 0.0 -0.57
O 1.07323 2.99065 -0.56707 -0.2 0.4 0.1 -0.49
H -0.45849 1.52011 -1.96266 0.5 -0.2 -0.4 0.26
H -1.35977 -2.23586 0.08226 0.2 0.2 0.0 0.30
H -0.05115 -2.48663 1.06636 -0.1 0.0 -0.3 0.25
H 0.78113 -0.34278 2.15787 -0.4 0.0 0.3 0.41

***

11.
12
Properties=species:S:1:pos:R:3:forces:R:3:mulliken_charge:R:1 method="wB97M-V/def2-TZVPD" homo_energy_ev=-8.21 e_tot_ev=-19968.7689 de_lowest_kcal_mol=43.01 total_charge=0
C -0.61117 0.53792 1.36341 -0.5 0.7 -0.1 0.08
C 0.64907 -0.70124 -1.79228 1.5 -2.1 -1.2 -0.24
C 0.47610 -0.96006 -0.38151 -1.3 0.1 1.1 0.30
H -0.65143 0.09694 3.25216 0.7 0.1 -1.3 0.25
H -1.32878 1.40502 1.34383 0.5 -0.8 0.2 0.34
H 0.01190 1.89839 -0.88852 0.5 1.9 0.1 0.25
H 1.11616 -1.45384 -2.48833 -0.6 1.0 0.9 0.38
N -0.16668 -0.12512 2.34584 -1.0 0.4 0.7 -0.50
N -0.19616 0.21709 0.06481 2.3 -3.0 -0.4 0.39
N -0.33502 1.00003 -1.04012 -1.2 0.7 -1.8 -0.43
N 0.28143 0.44926 -2.18151 -1.1 0.8 1.8 -0.53
S 0.75459 -2.36438 0.40221 0.2 0.1 -0.1 -0.28

***

12.
12
Properties=species:S:1:pos:R:3:forces:R:3:mulliken_charge:R:1 method="wB97M-V/def2-TZVPD" homo_energy_ev=-14.71 e_tot_ev=-10608.1007 de_lowest_kcal_mol=201.96 total_charge=+1
C -0.19920 -1.13429 -0.03123 0.8 1.7 0.1 -0.31
C -0.21703 -0.02637 -1.04158 -0.9 2.3 -2.3 0.02
C -0.17383 -0.07316 1.10764 -0.3 -1.8 -1.5 0.10
N 1.27511 -1.04230 -0.07336 1.8 -2.1 -0.5 -0.02
N -0.26264 0.97901 0.05016 -0.7 2.3 1.0 -0.39
N 1.27558 0.05653 -1.07295 0.9 -0.5 -1.1 -0.32
N 1.35447 -0.08798 1.00591 -0.2 1.2 2.4 -0.34
N 1.19261 0.99112 0.04000 2.3 3.4 -0.1 0.40
H -0.62860 -2.03610 -0.15645 -1.5 -3.0 0.1 0.59
H -0.68628 0.29396 -2.00931 -0.2 -1.0 1.1 0.45
H -0.79690 -0.11666 1.96512 0.0 0.5 1.0 0.50
H 1.83989 1.96362 0.07725 -2.0 -3.0 -0.1 0.32

***

13.
9
Properties=species:S:1:pos:R:3:forces:R:3:mulliken_charge:R:1 method="wB97M-V/def2-TZVPD" homo_energy_ev=-14.62 e_tot_ev=-6703.3898 de_lowest_kcal_mol=29.53 total_charge=+1
C -0.69581 0.83997 0.00021 2.5 -0.5 0.0 -0.08
C 1.63548 -0.36553 0.01352 0.6 -1.3 0.1 -0.35
C 2.92166 0.06808 0.00356 -2.1 0.9 -0.1 0.67
N 0.23683 -0.08948 -0.01960 -1.1 0.3 -0.1 -0.12
O 4.04056 0.25178 -0.00802 0.2 0.1 0.0 -0.16
H -0.44715 1.89118 0.05972 0.1 0.0 0.0 0.28
H -1.72599 0.52851 -0.05413 0.0 -0.2 0.0 0.27
H 1.76616 -1.45525 0.06422 -0.1 0.3 0.0 0.23
H -0.18865 -1.01939 -0.06934 0.0 0.3 0.0 0.26

***

14.
9
Properties=species:S:1:pos:R:3:forces:R:3:mulliken_charge:R:1 method="wB97M-V/def2-TZVPD" homo_energy_ev=-17.29 e_tot_ev=-6700.3609 de_lowest_kcal_mol=99.38 total_charge=+1
C -1.34253 0.02523 0.03519 -0.6 0.6 -0.3 0.70
C 0.23879 0.90719 -0.09470 3.4 -1.5 2.9 -0.26
C 0.30554 -0.89863 0.13672 3.2 1.0 1.2 -0.30
N -1.17347 1.20615 0.10665 -2.4 0.7 0.0 -0.21
O -1.16772 -1.18749 -0.13156 -0.2 -0.7 0.7 -0.16
H 0.89075 1.54047 0.60714 -1.1 -1.5 -0.6 0.33
H 0.59712 1.01310 -1.06530 0.0 0.5 -1.8 0.30
H 0.88234 -1.21478 -0.72945 -0.5 -0.3 0.0 0.29
H 0.76917 -1.39123 1.13533 -1.9 1.4 -2.1 0.32

***

15.
9
Properties=species:S:1:pos:R:3:forces:R:3:mulliken_charge:R:1 method="wB97M-V/def2-TZVPD" homo_energy_ev=-17.74 e_tot_ev=-6700.2457 de_lowest_kcal_mol=102.03 total_charge=+1
C -1.99870 -0.12833 -0.01296 0.7 -1.7 -0.4 0.53
C -0.42021 0.58197 -0.06177 1.5 1.2 -2.6 -0.16
C 0.02580 -0.85204 0.10345 -1.5 2.0 -1.0 -0.31
N -2.79839 0.74527 0.08428 0.8 -0.3 -0.1 -0.08
O -1.32325 -1.28136 -0.10433 -2.8 -0.6 -0.2 -0.20
H -0.40219 1.18390 0.77677 0.3 1.5 1.5 0.31
H -0.25577 1.10242 -1.08547 -0.6 -1.0 1.8 0.32
H 0.69510 -1.25626 -0.56663 1.1 -0.6 -2.2 0.30
H 0.34614 -1.17191 1.00975 0.7 -0.4 3.2 0.28

***

16.
9
Properties=species:S:1:pos:R:3:forces:R:3:mulliken_charge:R:1 method="wB97M-V/def2-TZVPD" homo_energy_ev="-14.61 / -14.61" e_tot_ev=-6699.4067 de_lowest_kcal_mol=121.38 total_charge=+1
C 0.93830 1.42033 0.01650 2.9 -2.4 -1.1 0.60
C 1.98687 0.73819 0.15922 -1.5 5.8 1.5 -0.34
C 1.02777 -1.22425 0.05945 0.8 -3.9 -0.4 0.03
N -0.33237 1.35500 -0.18484 -2.5 1.9 2.1 -0.40
O 2.04092 -0.50120 -0.18114 -0.9 -3.7 -0.8 -0.09
H 0.07543 -1.05295 0.56045 0.5 1.2 0.2 0.29
H 1.15526 -2.32396 -0.17201 0.2 1.5 -0.1 0.27
H -0.80782 1.23841 0.74153 -0.1 -0.2 -1.1 0.33
H -0.88532 2.02558 -0.73141 0.6 -0.2 -0.3 0.30

***

17.
9
Properties=species:S:1:pos:R:3:forces:R:3:mulliken_charge:R:1 method="wB97M-V/def2-TZVPD" homo_energy_ev="-13.03 / -17.66" e_tot_ev=-6697.1546 de_lowest_kcal_mol=86.78 multiplicity=3 total_charge=+1 s_squared=2.016
C 0.61190 0.19721 -0.87604 -0.8 3.4 1.2 -0.11
C -0.05141 -1.48684 0.39518 -1.6 -4.8 -1.7 -0.01
C -0.17068 0.73276 0.31190 1.8 1.6 3.1 -0.31
N -0.58454 -0.49358 0.98167 2.2 -1.5 -1.4 0.09
O 0.61792 -1.08037 -0.77343 -0.7 -6.1 3.3 -0.20
H 0.97787 0.52183 -1.82104 0.1 1.0 -0.2 0.45
H -0.48995 -3.06118 0.60846 1.5 4.8 -0.7 0.50
H 0.25887 1.32114 1.23931 0.4 -0.7 -2.1 0.29
H -1.01351 1.26635 0.17819 -2.9 2.3 -1.4 0.31

***

18.
10
Properties=species:S:1:pos:R:3:forces:R:3:mulliken_charge:R:1 method="wB97M-V/def2-TZVPD" homo_energy_ev=-15.73 e_tot_ev=-8749.6937 de_lowest_kcal_mol=75.98 total_charge=+1
C -1.27561 -1.09570 -0.70730 1.1 0.7 0.5 -0.64
C -0.34775 -0.24596 -0.16701 2.3 -2.6 1.7 0.60
C -2.26354 -0.86420 -1.58423 -3.5 0.1 -1.5 0.67
N -0.33092 1.03350 -0.06904 0.7 1.0 0.1 -0.31
O -3.22585 -0.80307 -2.22089 2.9 0.1 1.4 -0.14
O 0.98664 -1.36916 0.70351 -4.6 0.8 -5.9 -0.48
H -1.14802 -2.05938 -0.33157 -0.3 -2.0 0.2 0.44
H 0.53689 1.54908 -0.08658 0.3 -0.1 0.4 0.28
H 1.21779 -0.85322 1.40800 1.1 2.5 3.3 0.30
H -1.15391 1.63366 -0.08174 -0.1 -0.5 -0.2 0.27

***

19.
11
Properties=species:S:1:pos:R:3:forces:R:3:mulliken_charge:R:1 method="wB97M-V/def2-TZVPD" homo_energy_ev="-3.51 / -3.52" e_tot_ev=-10805.3063 de_lowest_kcal_mol=135.61 total_charge=-1
C -1.82816 0.14866 0.10711 0.8 3.5 -2.8 0.57
C -0.98356 1.23916 -0.78543 -0.7 -1.7 0.7 0.25
C 1.66923 -0.92788 0.51165 0.9 -1.2 -1.0 0.03
N 2.12292 -0.16453 -0.52046 0.8 0.5 -1.4 -0.40
O -2.69424 -0.32718 -0.60247 -1.3 -1.7 -0.2 -0.66
O -1.49302 0.12284 1.26994 0.6 -0.9 2.4 -0.67
O -1.43403 2.24209 -1.28236 0.5 0.1 0.1 -0.52
H 0.05899 0.84695 -0.96315 0.1 0.8 -0.3 0.07
H 1.60379 -2.03540 0.21878 0.2 1.2 0.9 0.21
H 2.26175 -0.62075 1.36591 0.3 -0.7 0.8 0.25
H 0.71632 -0.52396 0.68048 -2.2 0.2 0.8 -0.11

***

20.
12
Properties=species:S:1:pos:R:3:forces:R:3:mulliken_charge:R:1 method="wB97M-V/def2-TZVPD" homo_energy_ev=-10.35 e_tot_ev=-20097.4022 de_lowest_kcal_mol=2.79 total_charge=0
C -0.31232 -1.19930 -0.08044 -0.1 -1.1 0.6 0.63
C -0.69551 1.04017 -0.40929 1.1 2.5 -0.8 0.65
C 1.59797 0.13645 0.18886 0.5 1.6 -0.5 -0.84
N 0.21245 0.04662 -0.20855 0.6 -0.8 0.2 0.01
O 0.28465 -2.17152 0.24854 0.9 -0.8 0.1 -0.54
O -0.42851 2.23575 -0.43453 -0.5 -1.4 0.1 -0.58
O -1.61643 -1.23270 -0.26813 -1.4 -0.8 -1.0 -0.34
P -2.32402 0.21643 -0.65689 -0.1 0.1 -0.7 0.03
H 2.20497 -0.68264 -0.21895 -0.2 0.7 -0.8 0.27
H 1.84257 1.20805 -0.05118 0.6 -1.3 0.3 0.34
H 1.70224 -0.08681 1.23042 -0.2 0.4 0.9 0.31
H -2.46804 0.48951 0.66014 -1.0 0.7 1.5 0.07